[1]
Formula: C33H37ClO2Si2W
Source: the OMol25 dataset
Level of theory: ωB97M-V/def2-TZVPD

Last column: Mulliken spin population.
CARTESIAN COORDINATES (ANGSTROEM)
C 3.0050 1.6390 2.2684  0.073
C 2.2353 0.5259 2.7781  -0.042
C 3.1061 -0.6280 2.8278  -0.049
H 1.2211 0.6273 3.1672  0.004
C 4.3916 -0.2385 2.2976  -0.021
C 4.3276 1.1586 1.9762  0.023
H 5.1532 1.7870 1.6476  0.012
H 2.6719 2.6717 2.2156  0.037
H 2.8614 -1.5740 3.2937  -0.001
H 5.2953 -0.8441 2.2524  0.005
W 2.9051 0.0718 0.8169  1.793
Si -0.8200 0.7452 -0.7465  -0.021
C -1.8991 0.1126 0.7172  -0.003
C -3.2895 0.1562 0.5549  0.000
H -3.7303 0.6278 -0.3187  0.000
C -4.1205 -0.5073 1.4505  0.000
H -5.1884 -0.5489 1.2549  0.000
C -3.5975 -1.1681 2.5604  0.001
H -4.2469 -1.7138 3.2349  0.000
C -2.2203 -1.1540 2.7726  -0.002
H -1.7970 -1.6830 3.6207  0.000
C -1.3831 -0.5075 1.8709  -0.014
H -0.3184 -0.5478 2.0733  0.024
C 0.9510 -0.2596 -0.7796  0.121
C 1.2550 -1.3548 0.0846  -0.064
H 0.5026 -1.7653 0.7643  -0.021
C 2.4829 -2.0548 -0.0368  -0.028
H 2.6290 -2.9508 0.5550  -0.002
C 3.4964 -1.5783 -0.8815  0.027
H 4.4279 -2.1365 -0.9770  0.016
C 3.3283 -0.3257 -1.4965  -0.037
H 4.1442 0.1265 -2.0545  -0.005
C 2.0813 0.3511 -1.4005  0.082
H 1.9507 1.3222 -1.8854  0.032
H -0.2315 1.7232 0.1834  0.042
Si -1.0069 -1.1097 -2.3380  0.000
C 0.1024 -2.1946 -3.3680  -0.004
C -0.0800 -3.5929 -3.3812  0.002
H -0.9707 -4.0303 -2.9382  0.000
C 0.9017 -4.4263 -3.9310  0.000
H 0.7760 -5.5065 -3.8789  0.000
C 2.0306 -3.8717 -4.5324  0.000
H 2.8188 -4.5151 -4.9264  0.000
C 2.1566 -2.4815 -4.6376  0.000
H 3.0143 -2.0450 -5.1475  0.000
C 1.1844 -1.6460 -4.0788  0.001
H 1.2604 -0.5612 -4.1621  0.001
C -2.3953 -2.2483 -1.7309  0.001
C -2.1623 -3.1841 -0.7032  -0.004
H -1.1413 -3.3839 -0.3747  0.001
C -3.2319 -3.8155 -0.0610  0.000
H -3.0347 -4.4854 0.7776  0.000
C -4.5375 -3.5927 -0.4911  0.000
H -5.3642 -4.1084 -0.0028  0.000
C -4.7820 -2.7128 -1.5487  0.000
H -5.8032 -2.5350 -1.8832  0.000
C -3.7184 -2.0355 -2.1588  0.000
H -3.9052 -1.2919 -2.9330  0.000
H -1.5165 0.0393 -3.1795  -0.005
Cl -1.3487 2.3568 -2.0505  0.004
C 1.6579 4.8018 0.3294  -0.001
O 0.2802 4.8587 -0.0365  0.000
C -0.5240 5.8092 0.6525  0.000
C -1.1276 5.1970 1.9083  0.000
O -0.0705 4.5443 2.5762  0.001
C -0.5107 3.6895 3.6288  -0.001
H 2.2104 5.0898 -0.5747  0.000
H 1.9002 3.7606 0.5762  0.025
H 1.9193 5.4747 1.1570  0.000
H 0.0493 6.7141 0.9334  0.000
H -1.3308 6.0561 -0.0541  0.000
H -1.5173 6.0003 2.5472  0.000
H -1.9286 4.5010 1.6231  0.000
H 0.3411 3.5532 4.3074  0.000
H -1.3590 4.1179 4.1937  0.000
H -0.8167 2.7046 3.2301  0.000

HOMO energy (alpha / beta) = -13.61 / -13.61 eV
Total charge = +2
Multiplicity = 3
LUMO energy (alpha / beta) = -0.3273 / -0.3271 Ha
⟨S²⟩ = 2.0203
ΔE to the lowest compared entry with this formula, charge and spin = 7.41 kcal/mol


[2]
Formula: C33H37ClO2Si2W
Source: the OMol25 dataset
Level of theory: ωB97M-V/def2-TZVPD

Last column: Mulliken spin population.
CARTESIAN COORDINATES (ANGSTROEM)
C -2.3836 2.4083 1.7050  0.093
C -1.0120 2.4955 2.1925  0.080
C -0.4502 3.7132 1.6718  -0.105
H -0.5537 1.8640 2.9359  -0.006
C -1.4574 4.3835 0.9238  -0.007
C -2.6386 3.5894 0.9215  -0.095
H -3.5859 3.8340 0.4316  -0.002
H -3.0663 1.6138 1.9375  0.052
H 0.5328 4.1106 1.9167  -0.006
H -1.3788 5.4023 0.5262  0.001
W -0.9767 2.2153 0.0211  1.439
Si -0.9224 -2.7895 0.2219  -0.006
C 0.5787 -2.2953 1.2742  0.026
C 1.4600 -3.3218 1.5873  -0.003
H 1.2483 -4.3354 1.2396  0.000
C 2.6102 -3.0755 2.3457  0.001
H 3.2904 -3.9019 2.5553  0.000
C 2.8690 -1.8163 2.8697  0.000
H 3.7511 -1.6414 3.4787  0.000
C 1.9651 -0.7842 2.6106  0.034
H 2.1233 0.1903 3.0668  0.002
C 0.8441 -1.0217 1.8208  -0.077
H 0.1428 -0.2070 1.6479  0.052
C 0.2964 1.2169 -1.4314  0.281
C 0.9397 2.3459 -0.8470  -0.144
H 1.8009 2.1774 -0.2112  -0.046
C 0.4842 3.6425 -1.1795  0.051
H 1.0593 4.5109 -0.8589  0.000
C -0.5845 3.7759 -2.0540  0.056
H -0.8539 4.7703 -2.4033  0.002
C -1.4144 2.7166 -2.3754  -0.082
H -2.3462 2.8877 -2.9226  -0.014
C -1.0254 1.4184 -1.9719  0.286
H -1.6815 0.5842 -2.1932  0.037
H -1.6675 -1.5071 0.2310  0.020
Si 1.3247 -0.1313 -1.9391  0.039
C 1.5982 0.1904 -3.7413  0.000
C 2.8873 0.5787 -4.1537  0.007
H 3.7562 0.2045 -3.6021  0.001
C 3.0162 1.4246 -5.2582  -0.003
H 3.9934 1.8412 -5.4944  0.000
C 1.8921 1.6995 -6.0466  0.005
H 1.9909 2.3948 -6.8826  0.000
C 0.6637 1.0729 -5.7892  0.003
H -0.1771 1.2222 -6.4705  0.000
C 0.5291 0.2546 -4.6633  0.008
H -0.3799 -0.3344 -4.5121  -0.003
C 2.7620 -1.0319 -1.1323  0.007
C 3.7554 -0.2874 -0.4812  -0.004
H 3.6334 0.7919 -0.3826  0.000
C 4.9296 -0.8819 -0.0216  0.000
H 5.6795 -0.2845 0.4762  0.000
C 5.1413 -2.2400 -0.2115  0.000
H 6.0526 -2.7096 0.1481  0.000
C 4.1635 -2.9981 -0.8465  0.000
H 4.3200 -4.0605 -0.9742  0.000
C 2.9869 -2.4082 -1.3004  0.003
H 2.2524 -3.0056 -1.8369  0.000
H -0.8973 -3.7290 -0.8987  0.001
Cl -2.0593 -4.2670 1.1654  0.000
C -4.8402 -0.5443 0.9698  -0.020
O -4.2185 -1.8280 1.0317  0.001
C -4.6270 -2.6065 2.1739  0.000
C -3.6948 -2.3609 3.3608  0.000
O -3.5410 -0.9528 3.4592  0.000
C -2.4204 -0.5552 4.2617  0.000
H -5.5509 -0.5797 0.1319  0.002
H -4.0569 0.1799 0.7320  0.024
H -5.3655 -0.2671 1.8929  0.001
H -5.6747 -2.3797 2.4686  0.000
H -4.5172 -3.6513 1.8363  0.000
H -4.1914 -2.7460 4.2707  0.000
H -2.7399 -2.8923 3.1744  0.000
H -2.5837 0.4972 4.5209  0.000
H -2.3166 -1.1508 5.1927  0.000
H -1.4730 -0.6385 3.6873  0.005

HOMO energy (alpha / beta) = -13.46 / -13.46 eV
Total charge = +2
Multiplicity = 3
LUMO energy (alpha / beta) = -0.2881 / -0.3066 Ha
⟨S²⟩ = 2.0336
ΔE to the lowest compared entry with this formula, charge and spin = 4.21 kcal/mol


Number 1: F_max 8.10 eV/A. Number 2: F_max 4.31 eV/A.